# 1
A structure of composition C6H9NO at a distorted geometry. Source: the OMol25 dataset; level of theory: wB97M-V/def2-TZVPD.

LUMO energy: 0.4547 eV
ΔE to the lowest compared entry with this formula, charge and spin: 103.8 kcal per mole

```
! RIJCOSX wB97M-V def2-TZVPD def2/J DEFGRID3
* xyz 0 1
C -1.127 -0.667 -1.099
C -0.506 -1.553 -0.264
C -0.363 -1.092 1.073
C -0.683 0.229 1.530
C -1.340 0.910 0.600
C 1.485 1.106 -0.370
H -1.220 -0.970 -2.084
H -0.376 -2.629 -0.633
H 0.137 -1.854 1.789
H -0.407 0.428 2.650
H -1.799 1.871 0.885
H 1.890 -0.176 -1.967
H 2.099 1.093 0.619
H 1.898 1.825 -1.200
H 0.424 1.377 -0.116
N -1.641 0.430 -0.675
O 1.530 -0.329 -0.740
*
```

Atomic charges from the natural (NBO) analysis, expressed in e, are listed below: C 0.0476; C -0.2086; C -0.1652; C -0.2812; C -0.0305; C -0.2868; H 0.1790; H 0.2302; H 0.2133; H 0.2449; H 0.2025; H 0.4486; H 0.1786; H 0.1780; H 0.1978; N -0.4254; O -0.7230

=====

# 2
An isolated molecule of C6H11N. Source: the OMol25 dataset; level of theory: wB97M-V/def2-TZVPD.

LUMO energy: 1.0561 eV
ΔE to the lowest compared entry with this formula, charge and spin: 44.4 kcal per mole
SMILES: CC[C@@H](C)C1=NC1

```
! RIJCOSX wB97M-V def2-TZVPD def2/J DEFGRID3
* xyz 0 1
C -2.026 0.613 -0.121
C -0.872 0.665 0.879
C 0.486 0.270 0.280
C 1.593 0.142 1.333
C 0.451 -0.899 -0.639
N 0.225 -2.115 -0.839
C 0.748 -1.238 -2.007
H -1.791 1.179 -1.031
H -2.937 1.039 0.310
H -2.245 -0.419 -0.418
H -1.103 0.039 1.750
H -0.751 1.689 1.252
H 0.775 1.070 -0.408
H 1.286 -0.489 2.173
H 2.505 -0.285 0.903
H 1.835 1.137 1.718
H 1.778 -1.397 -2.331
H 0.042 -1.000 -2.804
*
```

Atomic charges from the natural (NBO) analysis, expressed in e, are listed below: C -0.6149; C -0.3765; C -0.2805; C -0.5873; C 0.2627; N -0.3144; C -0.3461; H 0.2024; H 0.2157; H 0.2163; H 0.2040; H 0.2050; H 0.2145; H 0.2133; H 0.2175; H 0.2136; H 0.1772; H 0.1773

=====

# 3
A cluster of 2 separate species, C2H6OPS in total at a distorted geometry. Source: the OMol25 dataset; level of theory: wB97M-V/def2-TZVPD.

LUMO energy (spin up / spin down): 1.2149 / 1.2319 eV
ΔE to the lowest compared entry with this formula, charge and spin: 108.6 kcal per mole

```
! RIJCOSX wB97M-V def2-TZVPD def2/J DEFGRID3
* xyz -1 1
C -1.167 -0.107 0.665
C 1.179 0.387 -0.912
O -0.887 -0.900 -2.057
P -0.135 -0.961 -0.714
S 0.743 -0.338 3.126
H -1.801 -0.828 1.151
H -0.457 0.173 1.404
H -1.831 0.736 0.468
H 0.631 1.323 -1.028
H 2.039 0.443 -0.179
H 1.686 0.072 -1.925
*
```

Atomic charges from the natural (NBO) analysis, expressed in e, are listed below: C -0.9392; C -1.0004; O -1.1454; P 1.2166; S -0.3850; H 0.2106; H 0.2054; H 0.1962; H 0.2103; H 0.2162; H 0.2147

=====

# 4
The ion C4H3N2O5 with charge -1 at a distorted geometry. Source: the OMol25 dataset; level of theory: wB97M-V/def2-TZVPD.

LUMO energy: 3.1901 eV
ΔE to the lowest compared entry with this formula, charge and spin: 144.6 kcal per mole
SMILES: O=C([O-])N1COC=C1[N+](=O)[O-]

```
! RIJCOSX wB97M-V def2-TZVPD def2/J DEFGRID3
* xyz -1 1
O -2.022 -0.508 1.908
C -1.481 0.358 1.248
O -1.321 1.549 1.265
N -0.786 -0.311 0.008
C -0.239 -1.639 0.118
O 1.219 -1.645 -0.323
C 1.501 -0.389 -0.664
C 0.426 0.470 -0.593
N 0.345 1.855 -0.760
O 1.425 2.461 -0.570
O -0.543 2.405 -1.409
H -0.178 -2.024 1.232
H -0.812 -2.326 -0.509
H 2.464 -0.257 -0.952
*
```

Atomic charges from the natural (NBO) analysis, expressed in e, are listed below: O -0.7512; C 0.9093; O -0.7232; N -0.5570; C 0.0979; O -0.4947; C 0.1565; C 0.1264; N 0.4991; O -0.4356; O -0.3663; H 0.1866; H 0.1598; H 0.1923

=====

# 5
An isolated molecule of C5H7Cl at a distorted geometry. Source: the OMol25 dataset; level of theory: wB97M-V/def2-TZVPD.

LUMO energy: 0.9972 eV
ΔE to the lowest compared entry with this formula, charge and spin: 32.7 kcal per mole
SMILES: C=C/C(C)=C/Cl

```
! RIJCOSX wB97M-V def2-TZVPD def2/J DEFGRID3
* xyz 0 1
C 0.911 1.761 0.427
C 0.280 0.732 0.850
C -0.089 -0.467 0.001
C -1.514 -0.496 -0.596
C 0.983 -1.263 -0.149
Cl 0.944 -2.857 -0.913
H 1.242 1.765 -0.565
H 1.169 2.668 0.901
H -0.142 0.800 1.955
H -1.599 0.138 -1.495
H -1.799 -1.592 -0.825
H -2.300 -0.199 0.194
H 1.916 -0.991 0.215
*
```

Atomic charges from the natural (NBO) analysis, expressed in e, are listed below: C -0.3865; C -0.1898; C -0.0483; C -0.6498; C -0.1840; Cl -0.0452; H 0.1838; H 0.2031; H 0.2041; H 0.2374; H 0.2344; H 0.2278; H 0.2130

=====

# 6
A structure of composition C31H27GeIN4PdS2. Source: the OMol25 dataset; level of theory: wB97M-V/def2-TZVPD.

LUMO energy (spin up / spin down): -3.3312 / -4.7641 eV
ΔE to the lowest compared entry with this formula, charge and spin: 16.6 kcal per mole

```
! RIJCOSX wB97M-V def2-TZVPD def2/J DEFGRID3
* xyz 1 2
Pd -1.172 0.338 0.228
C -6.639 -1.414 0.183
S -5.369 -1.600 -1.079
C -4.221 -0.414 -0.548
S -2.900 -0.132 -1.669
N -4.346 0.201 0.571
N -3.232 1.020 0.741
C -3.377 2.268 0.860
C -2.164 3.093 0.727
C -2.224 4.459 0.914
C -1.102 5.232 0.656
C 0.042 4.604 0.208
C 0.034 3.228 0.045
N -1.038 2.474 0.297
H -7.419 -2.128 -0.073
H -7.038 -0.403 0.165
H -6.235 -1.637 1.167
H -4.359 2.731 0.923
H -3.151 4.905 1.249
H -1.131 6.305 0.791
H 0.943 5.156 -0.020
H 0.923 2.725 -0.308
C 3.672 1.467 3.570
C 4.258 0.695 2.578
C 3.503 0.267 1.494
C 2.154 0.618 1.382
C 1.577 1.386 2.392
C 2.330 1.808 3.480
Ge 1.215 -0.026 -0.197
C 1.606 1.001 -1.802
C 0.654 1.163 -2.809
C 0.962 1.869 -3.965
C 2.225 2.423 -4.122
C 3.180 2.271 -3.126
C 2.872 1.565 -1.970
C 1.771 -1.861 -0.489
C 1.970 -2.342 -1.783
C 2.328 -3.668 -1.993
C 2.492 -4.522 -0.911
C 2.314 -4.048 0.383
C 1.958 -2.723 0.593
H 4.259 1.796 4.418
H 5.302 0.419 2.649
H 3.970 -0.356 0.738
H 0.527 1.649 2.348
H 1.868 2.400 4.260
H -0.339 0.743 -2.693
H 0.217 1.988 -4.741
H 2.466 2.974 -5.022
H 4.164 2.704 -3.248
H 3.625 1.461 -1.196
H 1.853 -1.677 -2.632
H 2.488 -4.032 -3.000
H 2.776 -5.553 -1.074
H 2.462 -4.709 1.228
H 1.837 -2.357 1.608
I -1.402 -1.006 3.295
C -1.392 -2.278 1.654
C -1.547 -3.640 1.856
C -1.523 -4.473 0.752
C -1.344 -3.922 -0.507
C -1.198 -2.559 -0.621
N -1.221 -1.736 0.442
H -1.685 -4.025 2.855
H -1.642 -5.541 0.878
H -1.314 -4.535 -1.396
H -1.072 -2.088 -1.582
*
```

Atomic charges from the natural (NBO) analysis, expressed in e, are listed below: Pd 0.6230; C -0.7437; S 0.3448; C -0.0974; S -0.0781; N -0.3795; N -0.2962; C 0.0820; C 0.1538; C -0.2074; C -0.1272; C -0.2220; C 0.0806; N -0.4617; H 0.2414; H 0.2362; H 0.2357; H 0.2146; H 0.2392; H 0.2400; H 0.2441; H 0.2389; C -0.1891; C -0.2231; C -0.1449; C -0.4984; C -0.2085; C -0.2117; Ge 1.3619; C -0.5115; C -0.2175; C -0.1937; C -0.1973; C -0.2209; C -0.1546; C -0.5024; C -0.1570; C -0.2146; C -0.1993; C -0.2107; C -0.2129; H 0.2244; H 0.2243; H 0.2098; H 0.2042; H 0.2193; H 0.2136; H 0.2227; H 0.2246; H 0.2237; H 0.2095; H 0.2149; H 0.2226; H 0.2239; H 0.2223; H 0.2189; I 0.2498; C 0.0895; C -0.2812; C -0.1109; C -0.2377; C 0.0906; N -0.5074; H 0.2498; H 0.2392; H 0.2461; H 0.2386